(1)
56
Properties=species:S:1:pos:R:3:forces:R:3 method="wB97M-V/def2-TZVPD" total_charge=-1 total_energy_ev=-135296.33307 e_above_lowest_kcal_mol=0.7 e_lumo_ev=1.6 homo_energy_ha=-0.15730
W -1.2238 -0.4993 0.5079 -0.693 0.520 0.017
Br -2.3273 -0.1718 4.1401 0.109 0.030 -0.007
S -3.3923 -0.3762 -0.9640 0.115 -0.067 0.054
O 0.5816 -0.4174 -0.5591 -0.322 -0.074 0.235
O -2.5158 0.9548 1.3746 0.005 0.059 -0.096
O 2.2710 -1.6848 2.3756 0.005 -0.034 0.011
O -2.1334 -4.3816 -0.5361 -0.014 -0.066 -0.080
O -1.2838 -2.3100 -0.4427 0.028 -0.534 -0.131
O 7.0560 0.2411 -2.6537 0.045 -0.016 0.066
O -0.0976 -0.6900 -2.7010 -0.027 0.032 0.179
O 0.1422 -1.6697 1.6265 0.201 0.068 -0.242
O 6.5028 -0.4131 -4.6220 0.015 -0.055 -0.069
O -2.6600 3.1122 2.0115 -0.073 -0.022 0.049
N 6.2385 -0.1398 -3.4678 -0.266 0.083 0.050
N -1.4128 1.1786 -0.8970 0.237 -0.106 0.242
N -2.4858 -1.8134 1.8579 0.329 -0.022 0.071
N -0.1016 0.7740 1.6833 0.017 0.126 0.056
C -3.5612 -3.9584 1.8365 0.009 0.215 0.141
C 1.5789 2.5807 2.8810 -0.042 -0.034 -0.032
C -0.6040 2.2104 -1.1616 -0.121 0.001 -0.093
C -2.0111 -3.2869 -0.0305 -0.006 0.224 0.131
C -2.2795 3.1601 -2.5592 0.034 0.040 -0.011
C 1.2554 -1.1203 2.0207 -0.087 0.033 -0.043
C -2.6363 1.0807 -1.4412 0.075 0.060 -0.060
C 1.9872 1.2638 2.6825 -0.105 0.018 0.058
C 3.8779 -0.6383 -3.9668 -0.123 0.005 0.111
C -3.7532 -2.5322 3.7411 0.098 0.094 -0.063
C 0.7435 -0.5540 -1.8377 0.417 0.002 -0.280
C -3.1072 2.0997 -2.2805 -0.013 -0.069 0.025
C -0.5505 2.0055 1.9741 -0.035 -0.033 0.112
C 1.1063 0.3718 2.1037 0.113 0.099 -0.038
C 2.2162 -0.4624 -2.2288 -0.169 -0.095 -0.126
C -4.0981 -3.6997 3.0901 0.000 -0.048 -0.110
C 0.2721 2.9433 2.5646 0.070 -0.088 0.000
C -2.0344 2.0996 1.7665 0.163 -0.025 -0.101
C -0.9975 3.2251 -2.0022 -0.006 -0.048 0.031
C 3.1971 -0.1019 -1.3127 0.024 -0.021 0.046
C 4.8262 -0.2595 -3.0320 0.369 -0.002 -0.119
C -2.9080 -1.6259 3.1034 -0.368 -0.315 -0.066
C 2.5606 -0.7324 -3.5505 0.073 0.061 0.022
C -2.7555 -2.9968 1.2680 0.051 0.042 0.025
C 4.5203 0.0110 -1.7117 -0.137 -0.033 -0.004
H 1.7736 -1.0088 -4.2379 -0.024 -0.008 0.002
H 2.9162 0.0758 -0.2836 0.008 0.006 -0.008
H 0.3744 2.1815 -0.6991 0.002 0.006 0.003
H -2.6214 3.9487 -3.2182 0.005 0.008 -0.001
H -4.7487 -4.4176 3.5724 -0.006 0.003 0.017
H -4.1000 2.0222 -2.6998 -0.009 -0.002 0.002
H 2.2510 3.3003 3.3289 0.014 0.001 0.004
H -0.1356 3.9204 2.7824 0.002 0.011 0.008
H -3.7163 -4.8738 1.2864 -0.018 -0.029 0.014
H 2.9533 0.8952 2.9987 0.008 0.012 0.014
H 4.1721 -0.8461 -4.9838 0.022 0.004 -0.005
H 5.3003 0.2928 -1.0216 0.017 -0.003 -0.002
H -4.0965 -2.3101 4.7398 -0.008 -0.029 0.008
H -0.3253 4.0429 -2.2155 -0.005 0.011 -0.012

(2)
48
Properties=species:S:1:pos:R:3:forces:R:3 method="wB97M-V/def2-TZVPD" total_charge=+2 total_energy_ev=-37435.57955 spin_multiplicity=5 e_lumo_ev="-6.3 / -9.6" homo_energy_ha="-0.54620 / -0.54609"
Rh 0.2971 0.6890 0.5104 0.095 -0.061 0.083
N -2.8363 1.0116 1.8825 0.008 0.085 -0.090
N -3.8401 -0.6328 0.6557 -0.394 0.118 0.039
N -2.4956 -2.2917 -0.3924 0.122 -0.286 -0.169
N 0.9345 -1.4048 0.0139 -0.059 0.290 0.157
N -4.7801 -2.3007 -0.5889 -0.050 -0.041 -0.022
N 0.4201 -0.1675 -2.8261 -0.102 -0.006 0.104
N 6.7354 2.2029 3.3448 -0.044 0.030 0.009
N -1.4909 -0.5065 0.7602 0.260 0.399 0.108
N -0.3605 1.4664 -1.3828 0.145 -0.247 0.117
C 2.4260 -3.1771 -0.5191 -0.017 -0.006 0.008
C 4.2827 1.9952 2.5825 -0.031 -0.042 0.076
C 3.8156 2.7657 1.5035 -0.192 0.044 -0.142
C 2.1212 0.9846 2.8628 0.183 -0.018 0.333
C 1.3530 -4.0154 -0.7749 0.041 0.022 -0.015
C -0.1077 -2.2199 -0.2072 0.267 -0.190 -0.073
C 3.4340 1.1093 3.2651 -0.180 -0.082 -0.008
C -1.4535 -1.6555 0.0495 -0.358 0.099 0.061
C -2.4814 2.5275 -1.6982 0.135 0.095 0.142
C -0.5620 0.6903 -2.4699 -0.121 0.219 -0.002
C -3.6972 -1.7234 -0.1009 0.194 0.184 0.207
C -2.7262 1.6731 -2.7835 0.046 -0.076 -0.036
C 2.5060 2.6350 1.0969 0.284 0.286 0.004
C -1.2919 2.3946 -1.0390 -0.266 0.115 -0.268
C -1.7734 0.7700 -3.1806 -0.002 0.028 -0.036
C 5.6356 2.1314 3.0171 0.112 -0.018 -0.028
C -2.7402 -0.0554 1.0867 0.131 -0.390 -0.132
C 1.6914 1.6656 1.7090 -0.341 -0.493 -0.412
C 2.1727 -1.8715 -0.1289 0.061 -0.041 -0.058
C 0.0625 -3.5310 -0.6140 -0.080 0.060 0.022
H 3.4458 -3.5225 -0.6133 -0.003 0.010 -0.014
H 3.8039 0.5473 4.1119 0.044 0.015 -0.008
H -4.7019 -3.1528 -1.1174 0.014 -0.017 -0.004
H -3.1953 3.2788 -1.3952 0.006 -0.002 -0.010
H -0.8077 -4.1482 -0.7849 0.006 0.007 -0.003
H 0.3710 -0.6173 -3.7245 0.010 -0.015 -0.010
H 1.3356 -0.0195 -2.4401 0.103 -0.016 -0.061
H 4.4754 3.4660 1.0096 0.046 -0.023 0.022
H 2.9805 -1.1791 0.0737 -0.005 0.006 -0.001
H -3.6635 1.7429 -3.3199 0.023 -0.014 -0.033
H -2.0257 1.3639 2.3551 0.051 0.043 0.119
H -1.9243 0.1281 -4.0382 -0.028 0.011 0.005
H -3.7490 1.2966 2.1997 -0.015 -0.014 -0.028
H 1.5178 -5.0366 -1.0916 -0.006 -0.001 0.022
H -1.0246 3.0509 -0.2160 -0.034 -0.061 0.052
H 2.1422 3.2528 0.2843 -0.041 -0.032 0.013
H -5.6887 -1.9416 -0.3453 0.000 0.011 -0.008
H 1.4577 0.3317 3.4177 -0.018 0.016 -0.034

(3)
20
Properties=species:S:1:pos:R:3:forces:R:3 method="wB97M-V/def2-TZVPD" total_energy_ev=-8828.05730 e_above_lowest_kcal_mol=31.3 e_lumo_ev=1.1 homo_energy_ha=-0.30528
N -2.7002 0.8732 1.4136 -0.240 1.202 0.303
N 0.8483 -1.4166 -2.0334 2.064 -0.767 0.250
N -0.2409 0.6884 0.8144 1.168 -1.124 -0.743
C 2.3717 0.0674 -0.7239 -0.443 -0.519 0.078
C -1.3232 0.5995 1.7719 -0.225 -1.015 -1.162
C 0.9430 -0.2870 -1.1302 -0.222 0.201 -0.038
C 0.1178 -0.5535 0.1273 -0.903 0.291 -0.451
H 2.7989 -0.6609 -0.0303 0.171 -0.219 -0.410
H -3.1356 0.2774 0.7298 0.349 -0.195 -0.151
H 2.2758 0.9779 -0.1355 0.334 0.269 -0.223
H -2.8965 1.8377 1.1897 0.039 0.037 -0.048
H -1.3914 -0.4839 1.8714 0.453 -0.046 1.001
H 0.6709 0.6216 -1.6877 -0.891 0.171 0.464
H -1.0441 1.0897 2.6998 -0.290 0.107 0.101
H 1.6699 -1.4061 -2.6208 -0.170 -0.327 -0.237
H 0.0894 1.4261 0.2147 -0.958 0.914 0.684
H -0.7631 -1.1015 -0.2195 -0.386 0.036 0.036
H 0.6309 -1.2663 0.7840 0.267 0.166 -0.053
H 2.9562 0.2138 -1.6329 0.388 0.114 0.303
H 0.0479 -1.7041 -2.5662 -0.506 0.703 0.296

(4)
18
Properties=species:S:1:pos:R:3:forces:R:3 method="wB97M-V/def2-TZVPD" total_energy_ev=-15116.52142 e_above_lowest_kcal_mol=122.0 e_lumo_ev="-0.6 / -0.7" homo_energy_ha="-0.30224 / -0.29846"
P -1.6576 -0.6076 0.0301 -2.418 -1.494 -0.179
N -0.3787 0.3291 -0.4603 2.359 3.095 2.519
C 0.9349 -0.2632 -0.5928 -0.570 -2.325 -0.979
C 2.1229 0.7088 -0.5096 -1.445 1.368 -0.923
C -2.9040 0.6602 0.4231 2.197 -0.179 3.735
C 1.1169 -1.4385 0.4442 0.000 1.006 -2.451
H 1.9295 -1.9895 0.0145 0.504 -0.851 0.436
H 0.1994 -1.9981 0.5434 0.140 -0.485 -0.164
H 0.8891 -0.8129 -1.6672 0.089 1.330 1.979
H 1.8642 1.7675 -0.9777 0.861 -2.446 0.403
H 1.3372 -1.0132 1.3786 0.565 0.524 1.394
H -3.8077 0.1742 0.4100 -2.505 -0.742 -0.925
H -2.2228 -0.7000 -1.3036 0.268 -0.343 0.238
H -2.6897 1.4898 -0.1483 -0.383 1.835 -1.560
H 3.0484 0.1927 -0.8148 -0.378 0.645 -0.314
H 2.2218 0.9242 0.5338 0.196 0.215 0.884
H -2.8759 0.9966 1.5187 0.532 -0.452 -1.245
H -0.2664 0.8746 1.3134 -0.013 -0.702 -2.846

(5)
19
Properties=species:S:1:pos:R:3:forces:R:3 method="wB97M-V/def2-TZVPD" total_energy_ev=-8358.64176 e_above_lowest_kcal_mol=34.5 e_lumo_ev=1.1 homo_energy_ha=-0.31934
N 1.9966 -1.4299 2.0218 0.668 0.170 0.140
N -2.3231 1.8426 -0.3106 0.049 -0.392 -0.120
C -1.9590 0.7993 -1.2183 -0.136 0.391 0.297
C 1.3771 -0.5515 -0.2145 -0.375 0.499 -0.828
C 0.4334 0.6743 -0.4901 1.230 -1.590 0.787
C 0.9987 -1.4374 0.9771 0.056 -0.023 -0.074
C -0.7414 0.2660 -1.3105 -0.042 1.521 -0.709
H -2.7767 1.4877 0.5219 -0.137 0.168 -0.007
H 1.3692 -1.1458 -1.1352 0.072 -0.054 0.085
H -1.5194 2.3963 -0.0516 0.024 -0.110 0.214
H -0.0098 -1.1476 1.3080 0.060 -0.080 0.116
H -2.7524 0.5632 -1.9208 0.118 -0.284 0.034
H -0.4910 -0.2043 -2.2519 -0.101 -0.707 0.114
H 0.9347 -2.4685 0.6351 -0.138 -0.065 0.012
H 0.1993 1.0735 0.4896 -0.441 0.315 0.132
H 1.1182 1.3716 -0.9589 -0.389 0.529 -0.519
H 2.3909 -0.1567 -0.1451 0.070 -0.269 0.436
H 2.0444 -0.6485 2.6529 -0.271 0.084 -0.075
H 2.2024 -2.2894 2.4972 -0.317 -0.102 -0.033

(6)
58
Properties=species:S:1:pos:R:3:forces:R:3 method="wB97M-V/def2-TZVPD" total_energy_ev=-48583.85896 e_lumo_ev=-1.3 homo_energy_ha=-0.29818
P 2.1233 -3.3769 1.2361 -0.726 -0.105 -0.617
P 3.7006 -0.2070 1.7295 -0.101 -0.656 -0.435
F -2.9131 4.6370 -0.7181 0.141 -2.171 -2.542
O -5.5137 -1.1298 -3.8117 1.420 0.415 1.301
N 1.3503 1.0967 0.5804 -2.948 -7.153 -0.892
N -0.1340 -1.8646 0.1492 3.367 4.679 1.071
C -0.7625 -0.5642 -0.2590 0.289 0.208 -0.167
C 1.9145 -0.2466 0.9512 -2.011 1.778 -0.884
C 3.6654 -3.4805 0.0498 0.339 -0.333 -0.264
C -3.1075 -2.0226 -1.2443 -1.801 -0.447 3.267
C 1.2362 -1.7121 0.7493 -2.364 3.278 -1.191
C 3.4765 0.3864 3.5302 -0.954 2.074 0.904
C -1.1659 5.6465 -2.8009 0.883 0.093 -1.122
C -2.8492 3.6704 -1.8494 1.077 -1.345 -0.666
C -4.0294 -2.5489 -0.1695 2.545 1.663 -3.580
C 1.9995 0.1043 4.1819 -0.389 0.354 0.966
C -2.2585 -0.6262 -0.9833 0.177 2.692 -0.424
C -1.8264 4.1696 -3.0633 0.124 0.888 -0.382
C -3.0181 0.7626 -1.5227 2.942 -0.634 1.389
C -2.2558 2.2014 -1.3355 2.712 -2.295 2.279
C 4.6485 1.1805 0.8244 -0.176 2.271 -0.111
C -0.7945 2.2159 -0.5938 -2.194 -1.889 -0.977
C -4.4839 0.6563 -2.2635 0.154 -0.832 0.351
C 3.3404 -4.8668 3.3748 1.424 0.769 -0.367
C 2.6713 -3.3658 3.0643 0.768 -0.839 1.597
C 0.0059 0.8531 -0.0455 -1.672 1.411 -0.963
C -4.4147 -0.1232 -3.7413 0.707 -0.633 1.614
H -1.8209 6.4847 -3.3260 1.318 -1.695 1.546
H -2.4326 4.2546 -4.0869 1.163 -0.329 2.335
H 3.7651 -4.5995 -0.3535 -0.319 2.422 1.118
H -0.9459 3.4153 -3.2668 -2.007 1.322 0.760
H -0.2607 3.2734 -0.4496 -1.252 -2.658 -0.303
H -4.9945 -3.1162 -0.5297 2.437 0.553 1.042
H -3.8106 -2.3347 0.9602 -0.839 0.045 -2.496
H 5.2921 1.7711 1.6307 -1.255 -1.356 -1.657
H 4.6536 -3.1708 0.5942 -1.850 -0.349 -1.318
H -4.4731 0.6951 -4.5758 -0.150 -2.062 1.354
H 1.7405 -3.3029 3.8087 1.885 0.262 -1.976
H 4.2928 -0.0154 4.2679 -1.432 0.472 -1.757
H 3.8992 1.9890 0.3687 1.587 -1.749 0.964
H 5.3617 0.8285 -0.0335 -1.484 0.335 1.784
H -5.0360 1.6782 -2.4018 1.361 -1.815 0.448
H 1.6151 -0.9987 4.0902 0.996 2.084 0.116
H -3.9004 3.5370 -2.3458 1.861 0.427 1.561
H 3.5111 -2.5965 3.3350 -1.834 -1.226 -0.407
H 3.6132 1.5721 3.5057 -0.288 -2.440 0.217
H -0.1268 5.6523 -3.3887 -2.246 0.038 1.242
H 3.3232 -5.1284 4.5299 -0.275 0.501 -2.551
H -5.1848 -0.0121 -1.5777 1.570 1.421 -1.379
H 2.9088 -5.7103 2.6883 0.625 1.570 1.541
H -0.9003 5.8854 -1.6869 -0.871 -0.488 -2.163
H 4.4946 -4.7382 3.1027 -2.442 -0.540 0.512
H 2.0857 0.3727 5.3416 -0.229 -0.713 -2.481
H -3.0160 -2.5699 -2.3014 -0.600 1.644 2.375
H 3.3913 -2.8300 -0.8866 0.799 -1.035 1.900
H -5.3732 -1.7682 -3.0263 -0.127 1.671 -1.828
H 1.1366 0.7937 3.7674 1.996 -1.323 0.539
H -3.4138 -0.7567 -3.7736 -1.829 1.770 -0.189

(7)
19
Properties=species:S:1:pos:R:3:forces:R:3 method="wB97M-V/def2-TZVPD" total_energy_ev=-8463.26587 e_above_lowest_kcal_mol=25.1 e_lumo_ev=1.0 homo_energy_ha=-0.36771
O 1.0822 -0.6343 1.6279 -0.200 -0.108 0.229
C 1.0255 -0.2633 0.2538 0.006 -0.008 -0.342
C 2.4780 -0.0037 -0.1316 0.047 0.030 -0.013
C -1.4719 0.4461 0.0827 0.025 0.047 0.084
C -1.9156 -1.0034 0.0826 0.014 -0.051 -0.040
C -0.0015 0.8410 0.0974 -0.036 0.050 0.024
C -0.8379 1.0467 -1.1397 0.103 0.006 -0.120
H 3.0101 -0.9487 0.0191 0.027 0.165 -0.051
H -1.1021 2.0666 -1.4089 0.110 -0.194 0.051
H 0.2122 1.7476 0.6597 0.128 -0.139 -0.026
H 2.6171 0.2990 -1.1744 -0.216 -0.019 0.137
H -2.9742 -1.0647 -0.1844 0.091 -0.023 0.014
H 2.9483 0.7358 0.5239 -0.204 0.010 -0.090
H 0.6920 -1.1246 -0.3506 0.005 0.156 0.140
H -0.6641 0.3970 -1.9937 -0.028 -0.006 0.143
H -1.3595 -1.5999 -0.6464 -0.093 0.094 0.080
H 0.1900 -0.5551 1.9867 0.121 -0.072 -0.024
H -1.7924 -1.4892 1.0596 -0.039 0.140 -0.127
H -2.1363 1.1072 0.6363 0.139 -0.078 -0.067

(8)
15
Properties=species:S:1:pos:R:3:forces:R:3 method="wB97M-V/def2-TZVPD" total_energy_ev=-6357.31116 e_above_lowest_kcal_mol=11.3 e_lumo_ev=1.0 homo_energy_ha=-0.37085
O -0.5929 -0.8929 -1.3228 -0.034 -0.282 -0.048
C -0.8164 1.7158 -0.2128 -0.079 -0.055 0.036
C 0.3090 -1.4536 0.8814 -0.031 -0.027 -0.156
C 0.4556 -0.6026 -0.4153 0.272 -0.027 0.498
C 0.4736 0.9011 -0.0802 0.102 -0.012 0.330
H -0.7123 -1.4010 1.2846 0.148 0.113 -0.244
H 0.7130 0.8520 0.9770 0.213 0.616 0.254
H -0.7081 2.6364 0.3759 -0.063 -0.192 -0.124
H 1.3118 1.4255 -0.5592 -0.257 -0.236 -0.090
H -1.6656 1.1565 0.1872 0.026 0.080 -0.024
H -1.0736 2.0174 -1.2338 0.196 -0.261 0.101
H 1.4236 -0.8495 -0.8862 -0.209 -0.029 0.159
H -0.6344 -1.8553 -1.3833 -0.143 0.150 -0.167
H 0.5371 -2.5097 0.6917 -0.110 0.109 -0.089
H 0.9796 -1.1402 1.6957 -0.031 0.054 -0.434